# 1
ORCA calculation (ωB97M-V/def2-TZVPD) on the molecule C5H8O.

The HOMO energy comes out at -0.33430 Ha. As for the spin multiplicity: 1. As for the structure (SMILES): C=CO/C=C\C. The value obtained for the energy above the lowest of the compared OMol25 structures with the same formula, charge and spin is 42.6 kcal per mole. The molecular weight comes out at 84.12 Da. As for the orbital gap: 10.28 eV. The value obtained for the total energy is -7360.4064 eV.

Structure (XYZ):
```
14
Properties=species:S:1:pos:R:3:forces:R:3:lowdin_charge:R:1
C -2.507 -0.329 0.120 0.1 0.1 0.1 0.039
C -1.634 0.592 0.499 -0.3 0.0 -0.2 -0.236
O -0.396 0.284 1.003 0.0 -0.1 0.0 -0.084
C 0.585 1.008 0.354 0.2 0.2 -0.2 -0.176
C 1.565 0.415 -0.311 0.0 0.1 0.1 -0.131
C 1.756 -1.069 -0.391 0.0 -0.1 0.0 -0.089
H -3.465 -0.017 -0.278 0.1 -0.1 0.1 0.054
H -2.284 -1.389 0.186 0.0 0.2 0.0 0.064
H -1.830 1.663 0.417 0.0 -0.1 0.0 0.116
H 0.469 2.092 0.422 0.0 -0.2 -0.1 0.120
H 2.289 1.059 -0.806 -0.1 -0.1 0.2 0.102
H 1.902 -1.405 -1.424 0.0 0.1 0.1 0.074
H 0.897 -1.595 0.035 0.2 0.1 -0.1 0.071
H 2.648 -1.359 0.177 -0.1 0.0 -0.1 0.077
```
Positions in Å, forces in eV/Å.


# 2
ORCA calculation (ωB97M-V/def2-TZVPD) on C5H8O as an isolated structure in a non-equilibrium geometry.

The HOMO energy comes out at -0.35384 Ha. As for the spin multiplicity: 1. The value obtained for the energy above the lowest of the compared OMol25 structures with the same formula, charge and spin is 117.1 kcal per mole. The molecular weight comes out at 84.12 Da. As for the orbital gap: 9.69 eV. The value obtained for the total energy is -7357.1752 eV.

Structure (XYZ):
```
14
Properties=species:S:1:pos:R:3:forces:R:3:lowdin_charge:R:1
C 1.676 0.192 -0.259 -0.2 0.2 0.6 -0.054
C 0.257 0.199 0.400 -0.6 0.2 0.7 -0.275
C -0.389 -1.175 0.364 -0.4 -0.1 -0.2 -0.127
C -1.586 -0.334 -0.143 -0.8 -0.3 -0.4 -0.459
O -2.759 -0.463 0.044 -0.1 -0.1 -0.3 0.108
C -0.752 0.929 -0.470 -0.4 -0.1 -0.2 -0.131
H 1.455 -0.210 -1.277 -0.1 0.2 0.6 0.094
H 2.139 1.166 -0.450 -0.2 -0.1 0.4 0.072
H 2.417 -0.504 0.150 -0.3 0.3 0.3 0.073
H -0.966 0.453 1.544 3.7 0.4 -0.6 0.266
H -0.563 -1.644 1.334 0.0 -0.1 -0.3 0.104
H 0.107 -1.902 -0.293 -0.4 0.2 -0.3 0.113
H -1.159 1.850 -0.049 0.0 -0.2 -0.3 0.104
H -0.418 1.129 -1.497 -0.2 -0.5 0.0 0.112
```
Positions in Å, forces in eV/Å.


# 3
ORCA calculation (ωB97M-V/def2-TZVPD) on the molecule C5H8O.

The HOMO energy comes out at -0.35613 Ha. As for the spin multiplicity: 1. As for the structure (SMILES): C[C@H]1C[C@H]1C=O. The value obtained for the energy above the lowest of the compared OMol25 structures with the same formula, charge and spin is 26.8 kcal per mole. The molecular weight comes out at 84.12 Da. As for the orbital gap: 10.75 eV. The value obtained for the total energy is -7361.0926 eV.

Structure (XYZ):
```
14
Properties=species:S:1:pos:R:3:forces:R:3:lowdin_charge:R:1
C -1.294 -0.859 -0.614 0.0 0.0 0.0 -0.067
C -0.464 0.409 -0.585 -0.2 0.1 -0.1 -0.289
C -0.261 1.117 0.703 -0.2 0.1 0.1 -0.077
C 0.948 0.544 -0.008 0.2 -0.1 -0.1 -0.202
C 1.683 -0.628 0.524 -0.3 -0.1 0.2 -0.235
O 1.169 -1.584 1.061 0.1 0.3 0.0 0.042
H -1.209 -1.430 0.313 0.1 0.1 -0.1 0.071
H -2.344 -0.566 -0.726 0.1 0.0 0.0 0.079
H -1.050 -1.519 -1.452 0.1 0.1 0.1 0.079
H -0.611 1.037 -1.461 0.0 0.0 0.2 0.131
H -0.588 0.591 1.596 0.1 0.1 -0.1 0.117
H -0.351 2.199 0.737 0.1 -0.2 0.0 0.105
H 1.587 1.282 -0.488 -0.1 -0.2 0.0 0.128
H 2.785 -0.593 0.402 -0.1 0.0 -0.1 0.119
```
Positions in Å, forces in eV/Å.


# 4
ORCA calculation (ωB97M-V/def2-TZVPD) on the molecule C5H8O.

The HOMO energy comes out at -0.34827 Ha. As for the spin multiplicity: 1. As for the structure (SMILES): C=C[C@H](C)C=O. The value obtained for the energy above the lowest of the compared OMol25 structures with the same formula, charge and spin is 40.1 kcal per mole. The molecular weight comes out at 84.12 Da. As for the orbital gap: 10.22 eV. The value obtained for the total energy is -7360.5163 eV.

Structure (XYZ):
```
14
Properties=species:S:1:pos:R:3:forces:R:3:lowdin_charge:R:1
C 0.231 -0.793 -1.602 -0.3 -0.2 -0.1 0.022
C -0.249 -1.123 -0.401 0.0 -0.1 -0.3 -0.145
C -0.226 -0.116 0.753 0.1 0.0 -0.1 -0.324
C -1.053 1.159 0.597 0.0 0.0 -0.1 -0.061
C 1.278 0.130 0.623 0.2 0.5 0.0 -0.261
O 1.748 0.946 -0.134 0.1 0.2 0.9 0.026
H 0.349 0.244 -1.909 0.3 -0.2 0.3 0.073
H 0.660 -1.518 -2.282 -0.7 -0.2 -0.2 0.067
H -0.420 -2.165 -0.144 0.2 0.1 0.0 0.100
H -0.467 -0.615 1.704 0.2 0.1 -0.3 0.133
H -0.694 1.729 -0.263 -0.1 0.0 0.1 0.075
H -0.966 1.806 1.480 0.1 -0.2 -0.2 0.083
H -2.112 0.928 0.454 0.2 0.0 0.0 0.080
H 1.933 -0.604 1.136 -0.1 0.1 0.1 0.132
```
Positions in Å, forces in eV/Å.


# 5
ORCA calculation (ωB97M-V/def2-TZVPD) on the molecule C5H8O.

The HOMO energy comes out at -0.35550 Ha. As for the spin multiplicity: 1. As for the structure (SMILES): CC(=O)C1CC1. The value obtained for the energy above the lowest of the compared OMol25 structures with the same formula, charge and spin is 21.9 kcal per mole. The molecular weight comes out at 84.12 Da. As for the orbital gap: 10.72 eV. The value obtained for the total energy is -7361.3055 eV.

Structure (XYZ):
```
14
Properties=species:S:1:pos:R:3:forces:R:3:lowdin_charge:R:1
C -2.054 0.262 0.048 -0.1 0.0 0.0 -0.012
C -0.720 0.184 0.762 0.1 0.2 0.1 -0.427
O -0.520 0.785 1.797 -0.1 -0.2 -0.4 0.084
C 0.362 -0.598 0.066 -0.1 -0.1 0.1 -0.241
C 1.205 0.135 -0.955 0.0 0.1 -0.2 -0.103
C 1.789 -0.271 0.366 0.1 0.0 0.1 -0.113
H -1.971 1.032 -0.731 0.0 -0.1 0.1 0.091
H -2.321 -0.674 -0.453 0.1 0.1 0.1 0.082
H -2.835 0.563 0.750 0.1 -0.1 -0.1 0.083
H 0.096 -1.629 -0.167 0.0 0.2 0.0 0.142
H 1.002 1.190 -1.124 0.0 -0.2 0.1 0.108
H 1.508 -0.409 -1.847 -0.1 0.1 0.2 0.100
H 2.517 -1.076 0.378 -0.2 0.1 0.0 0.103
H 1.942 0.507 1.108 0.0 -0.1 -0.1 0.105
```
Positions in Å, forces in eV/Å.


# 6
ORCA calculation (ωB97M-V/def2-TZVPD) on the molecule C5H8O in a non-equilibrium geometry.

The HOMO energy comes out at -0.31148 Ha. As for the spin multiplicity: 1. As for the structure (SMILES): C=C(O)/C=C/C. The value obtained for the energy above the lowest of the compared OMol25 structures with the same formula, charge and spin is 65.5 kcal per mole. The molecular weight comes out at 84.12 Da. As for the orbital gap: 9.31 eV. The value obtained for the total energy is -7359.4137 eV.

Structure (XYZ):
```
14
Properties=species:S:1:pos:R:3:forces:R:3:lowdin_charge:R:1
C 2.178 -0.836 0.452 -2.0 -1.5 -2.5 0.056
C 1.099 -1.131 -0.379 -0.6 2.7 3.9 -0.404
O 1.231 -1.663 -1.619 0.3 -0.3 0.0 0.000
C -0.371 -0.591 -0.164 0.0 1.8 -1.8 -0.046
C -0.744 0.481 0.609 3.4 -3.1 0.3 -0.201
C -1.914 1.317 0.410 -0.5 2.2 -0.2 -0.137
H 2.160 -0.169 1.335 -0.1 -1.0 -0.6 0.059
H 3.049 -1.380 0.051 0.1 0.9 0.7 0.061
H 0.889 -0.912 -2.115 0.0 -0.4 -0.9 0.100
H -1.061 -0.762 -1.109 1.3 -0.1 2.0 0.136
H 0.005 0.726 1.458 -1.5 -0.2 -1.4 0.125
H -1.614 2.288 0.839 -0.7 -0.2 0.5 0.076
H -2.060 1.676 -0.634 -0.2 -1.1 0.4 0.088
H -2.847 0.956 0.867 0.3 0.2 -0.2 0.086
```
Positions in Å, forces in eV/Å.